Model one:
C5H12O2 | ωB97M-V/def2-TZVPD

Calculated values
* SMILES: COC[C@@H](C)CO
* HOMO-LUMO gap: 10.64 eV

Geometry (Å):
C -1.1542 0.1591 -2.4699
O -0.1588 0.3296 -1.4883
C -0.6899 0.5185 -0.1843
C 0.4338 0.2604 0.8048
C 0.1042 0.4913 2.2627
C 1.0921 -1.1589 0.5778
O 2.1881 -0.8520 -0.2526
H -1.8187 1.0339 -2.5310
H -0.6555 0.0267 -3.4333
H -1.7671 -0.7296 -2.2574
H -1.0968 1.5426 -0.1040
H -1.4978 -0.2014 0.0025
H 1.1932 1.0256 0.5525
H 0.9949 0.2220 2.8429
H -0.7168 -0.1632 2.5601
H -0.1340 1.5372 2.4885
H 1.4400 -1.6318 1.5145
H 0.5353 -1.9975 0.0892
H 1.7079 -0.4125 -0.9747

Model two:
C5H12O2 | ωB97M-V/def2-TZVPD

Calculated values
* SMILES: CC/C=C/CO.O
* HOMO-LUMO gap: 9.86 eV

Geometry (Å):
C -0.7273 1.0978 2.2779
C -1.1349 1.0146 0.8052
C -0.0771 0.4901 -0.1279
O 0.1136 -1.8374 1.0538
C -0.3058 -0.0856 -1.3101
C 0.8153 -0.5178 -2.2181
O 1.8703 -1.0716 -1.4398
H -1.5094 1.6032 2.8573
H -0.5628 0.1005 2.6978
H 0.1958 1.6784 2.4037
H -1.3820 2.0227 0.4468
H -2.0478 0.4123 0.7071
H 0.9608 0.6145 0.1876
H 1.0584 -1.7130 0.8920
H -1.3269 -0.2294 -1.6643
H -0.2438 -1.6175 0.1786
H 1.1800 0.3615 -2.7693
H 0.4538 -1.2412 -2.9646
H 2.6468 -1.1474 -2.0084

Model three:
C5H12O2 | ωB97M-V/def2-TZVPD

Calculated values
* SMILES: CC[C@@H](O)CCO
* HOMO-LUMO gap: 10.76 eV

Geometry (Å):
C -0.9701 -1.5610 -1.9944
C 0.2221 -1.0793 -1.1730
C -0.1580 -0.0376 -0.1264
O -1.0936 -0.6391 0.7440
C 1.0746 0.4528 0.6431
C 0.7809 1.5347 1.7101
O -0.6042 1.6887 2.0379
H -0.6652 -2.3284 -2.7141
H -1.7400 -1.9824 -1.3420
H -1.4186 -0.7341 -2.5579
H 0.9913 -0.6562 -1.8322
H 0.6782 -1.9287 -0.6471
H -0.6206 0.8244 -0.6494
H -1.2446 0.0115 1.4497
H 1.8082 0.8463 -0.0731
H 1.5297 -0.4245 1.1180
H 1.1830 2.5056 1.3963
H 1.2633 1.2744 2.6554
H -1.0166 2.2328 1.3552

Which is the most stable structure? model three is the most stable.

Model one:
C3H9NO | ωB97M-V/def2-TZVPD

Calculated values
* SMILES: C=C(C)N.O
* HOMO-LUMO gap: 9.04 eV

Geometry (Å):
C 2.0151 -0.6541 1.5884
C 0.8770 -0.1615 0.7423
C 0.8361 1.0700 0.2317
N 0.1049 -1.2213 0.2518
H 2.6541 -1.2554 0.9490
H 1.7294 -1.2667 2.4447
H 2.5713 0.1978 1.9629
H 0.1401 1.4258 -0.4895
H 1.3441 1.8765 0.7435
H -0.7908 -1.0053 -0.1518
H 0.1081 -2.0446 0.8275
H -3.7330 1.4201 -2.0339
H -2.2328 1.0218 -2.1626
O -3.1217 0.8040 -2.4430

Model two:
C3H9NO | ωB97M-V/def2-TZVPD

Calculated values
* SMILES: C[C@@H](O)CN
* HOMO-LUMO gap: 9.84 eV

Geometry (Å):
C -0.2943 0.7870 1.2863
C 0.2490 -0.3453 0.5313
C 0.7295 -0.0775 -0.8493
H -0.3377 0.5397 2.4535
H 0.4425 1.6535 1.2105
H -1.1639 1.1196 0.7511
H 1.0587 -0.8057 1.1046
H -0.8899 -1.7787 1.1970
H 1.6463 0.5889 -0.8467
H 0.9698 -1.2465 -1.1153
H -0.1669 0.5440 -2.6924
H -1.1744 -0.0864 -1.5906
N -0.3724 0.4750 -1.6832
O -0.6962 -1.3674 0.2431

Model three:
C3H9NO | ωB97M-V/def2-TZVPD

Calculated values
* SMILES: C=C.NCO
* HOMO-LUMO gap: 10.02 eV

Geometry (Å):
C 2.0315 -1.8352 -0.1060
C 2.6108 -0.5166 -0.3032
H 2.0021 -2.2540 0.9045
H 1.9097 -2.2294 -1.0759
H 3.4404 -0.3046 0.4658
H 2.3044 0.1926 -1.1140
N -0.9745 1.0949 0.7568
C -1.7882 0.6654 -0.4292
O -3.2079 0.7116 0.0355
H -1.4775 1.5799 1.5533
H -0.5078 0.3747 1.2538
H -1.7006 -0.3603 -0.7263
H -1.3423 1.2041 -1.2940
H -3.3000 1.6768 0.0789

Model four:
C3H9NO | ωB97M-V/def2-TZVPD

Calculated values
* SMILES: C=C(C)N.O
* HOMO-LUMO gap: 8.49 eV

Geometry (Å):
C -0.1998 0.0164 -1.5324
C 0.6635 0.4025 -0.3678
C 1.5770 1.3767 -0.4483
N 0.7730 -0.5953 0.6343
H 0.2318 -0.8338 -2.0628
H -1.2345 -0.1958 -1.2626
H -0.1527 0.8503 -2.2348
H 2.3340 1.5189 0.3067
H 1.5265 1.9847 -1.3426
H -0.1556 -0.9007 0.9274
H 1.2496 -0.3172 1.4661
H -2.3332 -1.2273 2.1891
H -2.7115 -1.0408 0.7203
O -2.0507 -0.8179 1.3760

Which is the most stable structure? model four is the most stable.

Model one:
C3H9NO | ωB97M-V/def2-TZVPD

Calculated values
* SMILES: C[C@H](N)CO
* HOMO-LUMO gap: 10.24 eV

Geometry (Å):
C -1.1253 0.2519 0.4189
O -1.2329 1.4598 1.2043
C 0.1402 0.1240 -0.3907
C 0.2681 -1.2213 -1.1778
N 1.3812 0.2587 0.4164
H -2.0001 0.4916 -0.1756
H -1.1813 -0.5891 1.1079
H -0.4616 1.6925 1.7234
H 0.1331 0.9611 -1.1176
H 0.4671 -0.9838 -2.2123
H 1.1510 -1.8216 -0.9204
H -0.6294 -1.7059 -0.7593
H 1.7821 1.1825 0.5193
H 1.3077 -0.1004 1.3635

Model two:
C3H9NO | ωB97M-V/def2-TZVPD

Calculated values
* SMILES: NCCCO
* HOMO-LUMO gap: 10.14 eV

Geometry (Å):
C -1.0361 0.2486 -0.5935
C 0.1727 0.8780 0.0976
C 1.1669 -0.2264 0.5637
H -2.0227 -0.6545 0.9902
H -1.2579 -1.7378 0.1402
H -0.7480 -0.1842 -1.5957
H -1.8544 0.9467 -0.8617
H -0.1897 1.6162 0.8962
H 0.6971 1.5764 -0.6757
H 1.9349 0.2158 1.3064
H 0.5921 -0.9530 1.1269
H 2.5436 -0.0407 -0.8684
N -1.7884 -0.8722 0.0532
O 1.7899 -0.8129 -0.5794

Model three:
C3H9NO | ωB97M-V/def2-TZVPD

Calculated values
* SMILES: C[C@H](N)CO
* HOMO-LUMO gap: 10.09 eV

Geometry (Å):
C -1.0675 0.7947 -0.9805
C -0.4264 -0.3029 -0.1049
C 0.9811 -0.3969 -0.2436
H -2.3206 1.0090 -0.6586
H -0.5037 1.9432 -0.6095
H -0.6337 0.5217 -1.9112
H -0.7278 -1.3788 -0.3292
H -0.6414 0.7848 1.2933
H -0.3969 -0.7729 2.0733
H 1.2447 -1.0009 -1.0849
H 1.3355 0.7748 -0.2245
H 2.3756 -0.8629 0.6314
N -0.8291 -0.0562 1.2855
O 1.6103 -1.0567 0.8633

Which is the most stable structure? model one is the most stable.

Model one:
C3H3NO2S | ωB97M-V/def2-TZVPD

Calculated values
* HOMO-LUMO gap (spin up / spin down): 8.05 / 6.93 eV

Geometry (Å):
C 1.4262 1.0631 0.7742
C 0.6011 0.8484 -0.2409
C -1.5385 -0.5756 0.9731
N 1.9805 1.3235 1.7492
O -0.3381 -0.9186 -2.0243
O 1.8183 0.2346 -2.5024
S 0.8119 -0.1906 -1.5743
H -1.3184 -1.1768 1.7452
H -1.9776 0.2991 1.0724
H -1.4655 -0.9072 0.0279

Model two:
C3H3NO2S | ωB97M-V/def2-TZVPD

Calculated values
* HOMO-LUMO gap: 9.37 eV

Geometry (Å):
C -0.5928 1.2307 -0.7715
C -0.7809 0.0148 0.0714
C 1.1288 -1.1778 0.2908
H -1.1480 2.1703 -0.4704
H -1.8295 -0.3110 0.1098
H 1.8882 -1.8555 -0.1360
N 1.3289 -0.5421 1.3769
O 0.0498 1.1785 -1.8050
O 0.0055 -1.0488 -0.4326
S -0.0500 0.3409 1.7666

Model three:
C3H3NO2S | ωB97M-V/def2-TZVPD

Calculated values
* SMILES: N#CCC=S(=O)=O
* HOMO-LUMO gap: 8.98 eV

Geometry (Å):
C -0.7378 -1.8018 0.1946
C 1.1565 -0.4325 0.7417
C 0.1686 -0.8650 -0.3236
N -1.4881 -2.5875 0.5446
O 3.7172 0.4399 0.7136
O 2.5755 -0.3168 -1.4088
S 2.4988 0.1066 -0.0439
H 0.8740 -0.0560 1.7883
H -0.3049 0.0247 -0.6671
H 0.6472 -1.3260 -1.1711

Which is the most stable structure? model two is the most stable.